1.
ORCA calculation (ωB97M-V/def2-TZVPD) on C27H33Cl2N5ORhS2 as an isolated structure.

Relative energy (zero: lowest compared OMol25 entry of this formula, charge and spin) in kJ/mol: 0.0
Charge: +1
Spin multiplicity: 5
Kohn-Sham gap (alpha / beta) in eV: 8.4515 / 6.1759
HOMO level (alpha / beta) in eV: -10.72 / -11.10

Geometry (Å):
1 Rh 0.50306 -0.40923 -0.42604
2 O -3.06147 0.89875 1.36040
3 C -1.99189 0.37795 1.10756
4 N -1.13186 0.76621 0.12187
5 C -1.62758 1.80418 -0.76723
6 C -0.61902 2.10992 -1.83725
7 C -0.64767 3.29706 -2.55654
8 C 0.30998 3.52222 -3.52639
9 C 1.28444 2.55969 -3.75824
10 C 1.25911 1.41292 -3.00174
11 N 0.31776 1.18600 -2.06700
12 C -1.50862 -0.80619 1.90673
13 C -2.31238 -1.39084 2.86644
14 C -1.82832 -2.49590 3.55085
15 C -0.55580 -2.96492 3.25869
16 C 0.18081 -2.31856 2.28464
17 N -0.28973 -1.25958 1.61640
18 H -1.86151 2.70832 -0.20571
19 H -2.57147 1.50182 -1.23129
20 H -1.41368 4.03269 -2.33977
21 H 0.30770 4.44840 -4.09202
22 H 2.05184 2.69852 -4.50934
23 H 2.00432 0.63878 -3.13052
24 H -3.28984 -0.96664 3.04587
25 H -2.43434 -2.98593 4.30375
26 H -0.13358 -3.82043 3.77292
27 H 1.17727 -2.65591 2.02004
28 Cl -1.66473 -1.81494 -1.65430
29 C -1.30983 -3.34661 -0.91380
30 C -2.35818 -4.20360 -0.65049
31 C -2.08733 -5.43872 -0.08570
32 C -0.78663 -5.79961 0.22126
33 C 0.24816 -4.91602 -0.02966
34 Cl 1.85279 -5.38963 0.42440
35 C 0.01798 -3.66038 -0.60542
36 S 1.34445 -2.54807 -0.88786
37 H -3.37151 -3.90378 -0.88555
38 H -2.89775 -6.12915 0.10874
39 H -0.56572 -6.76371 0.66401
40 C 6.16991 1.63387 -1.28545
41 C 6.10471 2.93858 -0.48445
42 C 6.18460 2.78879 1.03780
43 C 4.93853 2.21703 1.70048
44 N 4.80782 0.76087 1.48379
45 C 3.79541 0.11892 0.91347
46 S 2.47232 0.99198 0.22278
47 N 3.86665 -1.21360 0.85776
48 C 4.94407 -2.03133 1.43406
49 C 6.27014 -2.02155 0.66034
50 C 6.35273 -2.97563 -0.53269
51 C 5.43949 -2.62150 -1.70615
52 H 6.25777 1.84298 -2.35510
53 H 5.27504 1.01728 -1.14985
54 H 7.04640 1.03943 -0.99720
55 H 5.18324 3.47623 -0.73652
56 H 6.93138 3.57947 -0.79773
57 H 6.35055 3.77337 1.48131
58 H 7.05659 2.17838 1.30890
59 H 4.04949 2.69879 1.30645
60 H 4.96211 2.39425 2.77501
61 H 5.58810 0.20427 1.79051
62 H 3.12532 -1.67195 0.35651
63 H 4.55705 -3.04854 1.50077
64 H 5.10486 -1.69918 2.46228
65 H 7.05930 -2.28298 1.37010
66 H 6.47854 -1.00174 0.31326
67 H 6.13777 -3.99400 -0.18982
68 H 7.38612 -2.98137 -0.88205
69 H 4.38445 -2.73454 -1.45695
70 H 5.63290 -3.27591 -2.55916
71 H 5.60328 -1.58722 -2.03434

2.
ORCA calculation (ωB97M-V/def2-TZVPD) on C27H33ClN3OPtSb as an isolated structure.

Spin multiplicity: 1
Kohn-Sham gap (alpha / beta) in eV: 5.3542 / 5.3482
HOMO level (alpha / beta) in eV: -5.76 / -5.75

Geometry (Å):
1 Pt -0.05061 -0.11345 0.02362
2 C -1.27356 3.94432 0.10098
3 C -1.17110 2.45946 -0.01240
4 N -0.02450 1.81649 -0.12282
5 N 1.20365 2.43297 -0.08968
6 C 2.14938 1.52677 -0.06208
7 O 1.95322 0.24282 -0.06256
8 C 3.56430 1.98723 -0.02593
9 C 3.87413 3.34515 -0.02958
10 C 5.19650 3.75649 0.00479
11 C 6.21982 2.81794 0.04462
12 C 5.91462 1.46431 0.04909
13 C 4.59041 1.05026 0.01309
14 C -2.29047 1.57168 0.00059
15 C -3.61953 1.99559 0.12773
16 C -4.63735 1.07737 0.17069
17 C -4.32631 -0.28765 0.11477
18 C -3.01678 -0.66861 -0.00144
19 N -2.00500 0.22314 -0.08998
20 H -0.28016 4.38031 0.04438
21 H -1.73014 4.24626 1.04628
22 H -1.87992 4.35460 -0.70958
23 H 3.06971 4.06692 -0.05849
24 H 5.43080 4.81337 0.00116
25 H 7.25240 3.14212 0.07440
26 H 6.70853 0.72910 0.07984
27 H 4.34167 -0.00189 0.01595
28 H -3.82204 3.05555 0.19868
29 H -5.66495 1.40348 0.26168
30 H -5.09484 -1.04612 0.16738
31 H -2.72686 -1.70729 -0.02469
32 Cl -4.10656 -4.19327 4.18190
33 C -2.92221 -3.00904 3.68253
34 C -1.59434 -3.38330 3.52673
35 C -0.66562 -2.45266 3.10325
36 C -1.01407 -1.11885 2.81870
37 C -0.03261 -0.15790 2.33572
38 C -2.36024 -0.77453 3.01916
39 C -3.30312 -1.70322 3.44024
40 H -1.29735 -4.40209 3.74565
41 H 0.37548 -2.75001 3.01138
42 H 1.00243 -0.41174 2.54355
43 H -0.26707 0.88580 2.52378
44 H -2.67242 0.24934 2.83825
45 H -4.33650 -1.41109 3.57924
46 C -2.03727 -4.46967 0.09192
47 C -0.51460 -4.44755 0.21205
48 Sb 0.42314 -2.63056 -0.39412
49 C 0.62403 -2.99859 -2.48345
50 C -0.65266 -2.63925 -3.24049
51 C 2.40187 -3.02751 0.27710
52 C 2.99176 -4.32766 -0.26102
53 H -2.44227 -5.42821 0.42215
54 H -2.36626 -4.31338 -0.93737
55 H -2.49301 -3.69966 0.71701
56 H -0.04647 -5.21131 -0.41199
57 H -0.20688 -4.62078 1.24258
58 H 0.90712 -4.04265 -2.63194
59 H 1.45693 -2.37497 -2.81420
60 H -1.48986 -3.27787 -2.95112
61 H -0.51948 -2.74835 -4.31828
62 H -0.94006 -1.60388 -3.04391
63 H 2.35708 -3.02656 1.36830
64 H 2.98893 -2.15580 -0.01216
65 H 2.40559 -5.19852 0.03752
66 H 4.00636 -4.47914 0.11292
67 H 3.04480 -4.32309 -1.35102

3.
ORCA calculation (ωB97M-V/def2-TZVPD) on C27H33Co2O8Si as an isolated structure.

Charge: -1
Spin multiplicity: 1
Kohn-Sham gap in eV: 6.1340
HOMO level in eV: -3.92

Geometry (Å):
1 C -1.10901 -6.56332 -3.94735
2 C -0.80627 -5.26928 -3.19028
3 C -1.35479 -5.29682 -1.76976
4 C -1.00350 -4.15990 -0.84144
5 O -0.89323 -2.92369 -1.62261
6 C -1.13118 -1.79065 -0.96144
7 C -0.49455 -0.64311 -1.32365
8 O -1.98262 -1.92586 0.06487
9 Si -3.23512 -0.91711 0.66049
10 C -4.15585 -0.29579 -0.81027
11 C -4.19143 -2.14255 1.66700
12 C -2.50457 0.46757 1.75288
13 C -2.69106 1.82989 1.06897
14 C -1.01480 0.21017 1.98165
15 C -3.20262 0.46624 3.12072
16 H -0.81021 -6.47494 -4.99404
17 H -0.56347 -7.41108 -3.52140
18 H -2.17741 -6.79900 -3.92365
19 H 0.27618 -5.10409 -3.16366
20 H -1.25852 -4.42714 -3.72357
21 H -2.44857 -5.35178 -1.81511
22 H -1.02835 -6.22268 -1.28429
23 H -1.77869 -4.03272 -0.08402
24 H -0.02583 -4.29374 -0.36680
25 H -0.85355 0.30624 -0.95158
26 H 0.20154 -0.72338 -2.15056
27 H -5.02370 0.28411 -0.46427
28 H -3.54357 0.33173 -1.47109
29 H -4.52916 -1.15327 -1.38770
30 H -5.09172 -1.67340 2.08647
31 H -4.51622 -2.97299 1.02609
32 H -3.59431 -2.55783 2.48993
33 H -3.75516 2.06362 0.92586
34 H -2.25750 2.62372 1.69756
35 H -2.18614 1.88331 0.09366
36 H -0.81753 -0.76132 2.45635
37 H -0.42909 0.27254 1.05758
38 H -0.61286 0.98271 2.65333
39 H -3.01365 -0.46810 3.66437
40 H -2.81036 1.28834 3.73803
41 H -4.28682 0.60962 3.03027
42 O 6.46115 0.57670 -0.31186
43 C 5.80613 1.38956 -0.80493
44 Co 4.87161 2.65802 -1.56289
45 C 5.07143 3.84706 -0.27530
46 O 5.35912 4.59939 0.55569
47 C 6.15494 3.06078 -2.68114
48 O 7.05361 3.31287 -3.36233
49 C 3.14526 1.74553 -1.88977
50 C 2.29409 1.82805 -0.79155
51 C 1.90646 1.06815 0.26379
52 C 1.85208 1.60158 1.61504
53 C 2.18757 0.76555 2.71478
54 C 2.05113 1.21337 4.02184
55 C 1.61912 2.52693 4.26580
56 C 1.29690 3.37382 3.19872
57 C 1.42531 2.92108 1.88588
58 Co 2.44584 3.36495 -1.69641
59 C 3.38431 4.35138 -2.85329
60 O 3.76790 5.11043 -3.64035
61 C 0.70814 3.46605 -2.03247
62 O -0.44497 3.44091 -2.12682
63 C 2.48499 4.73040 -0.55694
64 O 2.49112 5.68706 0.09361
65 H 3.02483 0.98198 -2.66189
66 H 1.84023 -0.01733 0.12337
67 H 2.53913 -0.24594 2.49306
68 H 2.29004 0.53585 4.84548
69 H 1.52657 2.88691 5.29014
70 H 0.94258 4.39440 3.37032
71 H 1.14864 3.56026 1.04286

4.
ORCA calculation (ωB97M-V/def2-TZVPD) on a 7-piece molecular cluster, C27H33F13O21P overall.

Charge: -1
Spin multiplicity: 1
Kohn-Sham gap in eV: 5.5766
HOMO level in eV: -3.91

Geometry (Å):
1 C -2.03472 6.60426 0.54598
2 O -0.93013 7.20787 -0.09506
3 C 0.33426 6.72670 0.30414
4 C 1.10216 6.17660 -0.88463
5 C 0.44557 4.94661 -1.54270
6 C 0.95834 3.57147 -1.06525
7 O -0.00414 2.61628 -1.43272
8 P -1.23715 2.37016 -0.18522
9 O -0.00632 2.88115 1.00872
10 C 1.11043 3.43625 0.45057
11 C 2.28923 2.48133 0.83264
12 F 2.10118 1.96674 2.07077
13 F 2.33399 1.42752 -0.02468
14 C 3.68973 3.16012 0.77893
15 F 3.62046 4.37129 0.16355
16 F 4.57305 2.40879 0.07122
17 C 4.34799 3.40822 2.15719
18 F 4.49962 2.28446 2.87754
19 F 3.66143 4.33658 2.86320
20 F 5.59646 3.91127 1.94393
21 H -2.81767 6.46703 -0.19386
22 H -2.43946 7.23996 1.33550
23 H -1.80834 5.62009 0.94229
24 H 0.89888 7.58873 0.67377
25 H 0.27561 6.02511 1.13126
26 H 1.08755 6.97987 -1.61867
27 H 2.13858 5.97297 -0.63107
28 H -0.62566 5.01848 -1.43112
29 H 0.65736 5.00659 -2.60685
30 H 1.87373 3.36862 -1.61967
31 H -2.20735 2.19283 -1.25581
32 H -1.66666 3.76361 -0.18777
33 H -2.25997 2.17463 0.82309
34 H -0.93564 1.00387 -0.07164
35 H 1.35650 4.36840 0.96500
36 C 0.17653 -2.92127 -2.01980
37 C -0.73478 -2.16221 -1.08770
38 O -1.92870 -2.03108 -1.86665
39 C -1.96723 -3.08439 -2.71384
40 O -2.93214 -3.43394 -3.31569
41 O -0.76612 -3.70020 -2.77802
42 F -0.25818 -0.94511 -0.79026
43 H 0.71524 -2.24770 -2.68693
44 H 0.88242 -3.55422 -1.50384
45 H -0.97475 -2.69283 -0.16359
46 C -1.38920 2.38630 4.82401
47 C -2.05121 1.07139 5.15041
48 O -3.34188 1.24140 4.61901
49 C -3.22754 2.12541 3.56943
50 O -4.04607 2.27773 2.76339
51 O -2.04069 2.76385 3.61320
52 F -2.14220 0.86469 6.49853
53 H -1.58498 3.13387 5.59625
54 H -0.31664 2.29980 4.66768
55 H -1.58217 0.20094 4.68927
56 C 8.56049 2.25992 3.15787
57 C 9.57058 2.66245 4.20575
58 O 10.74960 2.83346 3.44227
59 C 10.36813 3.18732 2.17730
60 O 11.09089 3.64516 1.36381
61 O 9.04857 2.94579 1.99943
62 F 9.77314 1.68522 5.12662
63 H 8.57407 1.18443 2.97725
64 H 7.54728 2.57124 3.39653
65 H 9.33851 3.59399 4.72445
66 C -5.14842 -3.52900 0.47707
67 C -5.05709 -2.13420 -0.09842
68 O -4.22247 -1.47206 0.83738
69 C -3.42033 -2.40787 1.39699
70 O -2.43256 -2.17505 2.01000
71 O -3.87968 -3.65741 1.13854
72 F -6.26632 -1.52099 -0.13729
73 H -5.95167 -3.61064 1.21038
74 H -5.27084 -4.28963 -0.27344
75 H -4.59567 -2.07918 -1.08616
76 C 1.67424 -7.55393 -5.21352
77 C 0.25441 -7.04614 -5.10434
78 O 0.25406 -6.42518 -3.83622
79 C 1.52118 -5.99991 -3.58579
80 O 1.82608 -5.22810 -2.74523
81 O 2.39403 -6.58628 -4.44600
82 F -0.64855 -8.05966 -5.11113
83 H 1.78054 -8.53776 -4.75412
84 H 2.04303 -7.59032 -6.23503
85 H -0.02812 -6.31402 -5.86254
86 C -6.18458 -7.46732 -3.43095
87 C -5.32610 -7.71201 -2.21118
88 O -5.44527 -6.48684 -1.51164
89 C -6.65251 -5.94253 -1.83754
90 O -7.16856 -5.05604 -1.25043
91 O -7.17172 -6.56262 -2.92308
92 F -4.02924 -7.92397 -2.53212
93 H -5.61731 -6.98156 -4.22563
94 H -6.65054 -8.36972 -3.81711
95 H -5.66988 -8.52598 -1.57020

Ordered max |F| results: 0.67, 0.66, 5.04, 2.25; unit eV Å⁻¹.
Ordered electronic energy results: -3224.8132, -2107.8580, -4705.5970, -4268.3529; unit Eh.